{"formula": "C4H9IS", "method": "ωB97M-V with the def2-TZVPD basis set", "spin_multiplicity": 1, "charge": 0, "de_lowest_ev": 3.2637, "largest_force_ev_per_a": 3.5, "orbital_gap_ev": [8.2, 7.5], "symbols": ["C", "C", "C", "C", "S", "I", "H", "H", "H", "H", "H", "H", "H", "H", "H"], "coordinates": [[-1.598, 0.972, -0.201], [1.399, -0.531, 1.482], [-0.746, 0.240, -1.191], [1.564, -0.109, 0.098], [-1.111, -1.379, -1.762], [2.697, -1.364, -1.173], [-2.563, 1.425, -0.586], [-1.248, 1.984, 0.066], [-1.883, 0.370, 0.657], [0.888, -1.458, 1.290], [0.761, 0.127, 2.023], [2.279, -0.518, 2.158], [-0.273, 0.915, -1.903], [1.904, 0.975, 0.044], [-2.073, -1.649, -1.002]], "mulliken_charge": [-1.089, -1.019, -0.121, -0.431, -0.116, 0.026, 0.337, 0.319, 0.318, 0.334, 0.310, 0.318, 0.340, 0.378, 0.096]}

---

{"formula": "C4H9N", "method": "ωB97M-V with the def2-TZVPD basis set", "spin_multiplicity": 2, "charge": -1, "s_squared": 0.751, "de_lowest_ev": 3.2554, "largest_force_ev_per_a": 3.2, "orbital_gap_ev": [3.0, 8.4], "symbols": ["C", "C", "H", "H", "H", "H", "C", "C", "N", "H", "H", "H", "H", "H"], "coordinates": [[-1.315, 1.388, -1.314], [-1.310, 1.633, -0.014], [-1.699, 2.109, -2.084], [-0.741, 0.477, -1.728], [-2.136, 2.237, 0.346], [-0.342, 1.270, 0.456], [1.325, -0.085, 1.229], [1.154, -0.968, 0.247], [0.123, -1.840, -0.007], [1.007, -0.216, 2.251], [1.932, 0.830, 0.977], [1.801, -1.026, -0.656], [0.394, -2.618, 0.525], [-0.205, -1.992, -0.934]], "mulliken_charge": [-0.876, -0.457, 0.356, 0.256, 0.315, 0.208, -0.659, -2.262, -0.688, 0.293, 0.488, 0.492, 0.656, 0.878]}

---

{"formula": "C4H9N", "method": "ωB97M-V with the def2-TZVPD basis set", "spin_multiplicity": 2, "charge": -1, "s_squared": 0.753, "de_lowest_ev": 2.0425, "largest_force_ev_per_a": 1.6, "orbital_gap_ev": [2.2, 8.1], "symbols": ["C", "C", "H", "H", "H", "H", "C", "C", "N", "H", "H", "H", "H", "H"], "coordinates": [[1.663, 1.220, 0.192], [2.664, 1.107, 1.126], [1.674, 0.729, -0.778], [0.760, 1.791, 0.357], [3.496, 0.406, 1.116], [2.755, 1.850, 1.908], [-1.474, -0.112, -1.421], [-1.992, -1.038, -0.618], [-1.499, -1.210, 0.728], [-0.765, 0.576, -0.975], [-1.675, 0.002, -2.474], [-2.861, -1.624, -0.911], [-0.656, -1.768, 0.592], [-2.090, -1.930, 1.157]], "mulliken_charge": [-0.774, -0.421, 0.013, 0.006, 0.262, 0.156, -0.649, -0.667, -0.537, 0.299, 0.246, 0.307, 0.329, 0.430]}

---

{"formula": "C4H9N", "method": "ωB97M-V with the def2-TZVPD basis set", "spin_multiplicity": 1, "charge": 0, "de_lowest_ev": 2.1988, "largest_force_ev_per_a": 4.0, "orbital_gap_ev": 10.2, "symbols": ["C", "C", "C", "C", "H", "H", "H", "H", "H", "H", "H", "H", "H", "N"], "coordinates": [[-1.815, -0.611, -0.132], [-0.467, 0.061, -0.002], [-0.514, 1.413, 0.099], [0.781, -0.754, 0.263], [-2.218, -1.015, 0.832], [-2.557, 0.155, -0.499], [-1.731, -1.719, -0.782], [0.376, 2.082, 0.270], [-1.395, 1.983, 0.026], [0.775, -1.129, 1.307], [0.677, -1.602, -0.456], [2.966, -0.359, -0.399], [1.436, 0.521, -1.008], [1.966, 0.061, -0.094]], "mulliken_charge": [-1.114, 0.664, -1.132, -0.255, 0.257, 0.319, 0.233, 0.290, 0.328, 0.296, 0.283, 0.241, 0.256, -0.667]}

---

Question: What is the formula in the first record?
Answer: C4H9IS